1.
{
  "formula": "C10H10FN",
  "method": "ωB97M-V/def2-TZVPD",
  "elements": ["C", "C", "C", "C", "C", "C", "C", "C", "C", "C", "N", "F", "H", "H", "H", "H", "H", "H", "H", "H", "H", "H"],
  "coordinates": [[2.07374, 0.34388, -0.19410], [1.55007, -0.88457, 0.01309], [-1.38654, -0.32125, 1.97147], [1.26500, 1.58198, -0.00599], [0.19176, 1.41500, 1.09773], [-1.40116, -1.67796, 1.80686], [-0.23686, 0.16286, 1.27181], [0.32275, -1.00339, 0.62081], [0.44664, 1.77910, -1.39687], [-0.13538, 0.61444, -2.06019], [-0.37702, -2.06992, 1.04891], [-0.32946, 2.90652, -1.26237], [2.81430, 0.43006, -0.86303], [2.10473, -1.69689, -0.49662], [-2.16475, 0.26785, 2.53687], [1.87186, 2.49931, 0.10929], [-0.35525, 2.22448, 1.52051], [-2.14456, -2.39953, 1.93691], [-0.41717, -0.20751, -1.23307], [0.51795, 0.21272, -2.87093], [-1.12553, 0.77587, -2.57852], [-0.15524, -3.09688, 0.92537]],
  "atomic_forces_ev_per_a": [[-3.0, -0.1, 1.5], [2.4, -0.4, -1.6], [-1.4, 0.1, 1.3], [-0.9, 0.7, -0.1], [2.0, 1.0, -2.1], [-1.0, 1.3, 0.4], [-1.4, -2.2, -0.1], [0.0, 1.3, 1.7], [0.5, 0.8, 2.1], [-2.1, -1.7, -0.1], [1.2, -3.3, -1.1], [0.0, -0.6, -0.5], [3.1, 0.3, -2.0], [-0.6, 0.1, 0.8], [1.1, -0.7, -0.9], [-0.3, -0.5, 0.1], [-0.1, 0.7, 0.1], [-1.1, -0.7, 0.9], [0.8, 1.4, -1.9], [-0.2, -0.1, 1.0], [1.0, 0.5, 0.6], [-0.2, 2.2, -0.1]],
  "lumo_energy_ev": [0.0, 0.7],
  "gap_ev": [7.53, 7.03],
  "total_charge": 0,
  "homo_energy_ev": [-7.54, -6.35],
  "multiplicity": 1,
  "fmax_ev_per_a": 3.7,
  "de_lowest_kcal_mol": 75.2,
  "energy_ha": -541.51519
}

2.
{
  "formula": "C10H10INO3",
  "method": "ωB97M-V/def2-TZVPD",
  "elements": ["C", "C", "C", "C", "C", "C", "C", "C", "C", "C", "N", "O", "O", "O", "I", "H", "H", "H", "H", "H", "H", "H", "H", "H", "H"],
  "coordinates": [[2.86798, 1.24891, -0.90651], [2.37453, 0.82269, -2.18899], [2.04150, 1.53457, 0.10074], [1.06015, 0.65348, -2.40258], [0.55616, 1.44015, -0.01098], [0.08373, 0.93060, -1.36896], [-1.18775, 0.68267, -1.58249], [-0.91707, -2.51450, 2.03008], [-1.25890, -1.78810, 0.72710], [-1.90389, -0.47966, 1.00278], [-1.26762, 0.62565, 1.18512], [-2.30120, 0.48015, -1.84278], [0.12411, 0.53076, 1.01466], [-1.72773, 1.74017, 1.42225], [-3.96022, -0.33050, 1.29117], [3.93566, 1.33682, -0.77197], [3.08511, 0.62360, -2.97457], [2.39779, 1.83659, 1.07308], [0.67703, 0.31036, -3.35128], [0.09474, 2.41486, 0.22326], [-0.22472, -1.91659, 2.61854], [-1.81742, -2.68872, 2.61459], [-0.45024, -3.47028, 1.81008], [-1.93988, -2.39987, 0.13238], [-0.34185, -1.62379, 0.15526]],
  "atomic_forces_ev_per_a": [[-0.1, 0.2, 0.5], [-0.4, -0.2, -0.6], [0.0, -0.2, 0.0], [0.2, -0.1, -0.2], [-0.6, 0.7, -0.4], [0.9, 0.3, 0.6], [-1.2, 0.1, -0.7], [0.0, 0.0, -0.1], [0.2, -0.3, 0.0], [-0.7, -0.3, 0.2], [0.2, 0.0, -0.3], [0.6, 0.1, 0.1], [0.4, -0.5, 0.7], [-0.1, 0.8, 0.2], [0.3, -0.2, 0.0], [0.1, 0.0, 0.1], [0.0, 0.0, -0.1], [0.1, 0.1, 0.1], [0.1, -0.1, -0.2], [0.2, -0.3, 0.0], [0.0, 0.0, 0.1], [0.0, 0.0, 0.1], [0.0, -0.1, 0.0], [0.0, 0.1, 0.0], [-0.2, 0.0, 0.0]],
  "lumo_energy_ev": 0.3,
  "gap_ev": 8.38,
  "total_charge": 0,
  "homo_energy_ev": -8.10,
  "multiplicity": 1,
  "fmax_ev_per_a": 1.3,
  "de_lowest_kcal_mol": 0.7,
  "energy_ha": -965.04477
}

3.
{
  "formula": "C10H10N",
  "method": "ωB97M-V/def2-TZVPD",
  "elements": ["C", "C", "C", "C", "C", "C", "C", "C", "C", "C", "N", "H", "H", "H", "H", "H", "H", "H", "H", "H", "H"],
  "coordinates": [[3.17754, 0.50078, -0.45538], [2.31491, 1.26749, 0.43671], [2.78515, -0.81722, -0.78931], [1.10316, 0.84026, 0.85550], [1.60474, -1.41660, -0.29994], [0.75622, -0.55757, 0.48181], [-1.75366, -1.00622, 0.99274], [-0.50519, -0.87532, 0.79292], [-2.60880, 1.08101, -0.28120], [-2.79733, -0.41965, 0.03902], [-2.15030, 0.03095, -1.16952], [4.18635, 0.85357, -0.78436], [2.75784, 2.26550, 0.78048], [3.37728, -1.43639, -1.39496], [0.33612, 1.46976, 1.42311], [1.15863, -2.44777, -0.52282], [-2.22003, -1.45171, 1.93881], [-3.52505, 1.61917, -0.48870], [-1.71231, 1.57077, 0.24935], [-3.72090, -0.87124, 0.20883], [-2.56438, -0.19956, -2.01307]],
  "atomic_forces_ev_per_a": [[-1.2, -0.9, 1.4], [3.0, 2.0, -0.6], [-1.2, -0.1, 0.8], [-1.0, -1.5, -0.1], [-0.7, 1.0, 0.1], [0.7, 1.5, 0.2], [-2.4, -0.4, 1.7], [-0.4, -0.6, -0.2], [1.2, -1.0, 0.7], [3.4, 1.4, 0.5], [0.7, 0.0, 1.7], [-1.2, -0.1, 0.3], [-1.0, -1.4, -0.6], [1.0, -0.4, -0.8], [1.5, -1.1, -0.7], [1.3, 1.6, 0.2], [1.2, 0.5, -1.2], [0.2, 0.3, 0.0], [-1.9, -0.4, -0.9], [-1.6, -0.4, -0.6], [-1.4, 0.1, -1.9]],
  "lumo_energy_ev": -5.9,
  "gap_ev": 7.52,
  "total_charge": 1,
  "homo_energy_ev": -13.46,
  "multiplicity": 1,
  "fmax_ev_per_a": 3.7,
  "de_lowest_kcal_mol": 123.9,
  "energy_ha": -441.40024
}

4.
{
  "formula": "C10H10N2",
  "method": "ωB97M-V/def2-TZVPD",
  "elements": ["C", "C", "C", "C", "C", "C", "C", "C", "C", "C", "H", "H", "H", "H", "H", "H", "H", "H", "H", "H", "N", "N"],
  "coordinates": [[4.23177, -0.81753, -1.11165], [4.63890, 0.45245, -0.66444], [3.88617, 0.98718, 0.33142], [2.87580, 0.29233, 0.89132], [2.54212, -0.95883, 0.46237], [-4.52671, 0.20974, -1.20016], [-3.66346, 1.11664, -0.76191], [-2.84383, 0.86475, 0.29160], [-3.05639, -0.32035, 1.09536], [-3.87170, -1.29516, 0.57008], [4.74458, -1.40342, -1.86130], [5.57511, 0.84623, -1.00947], [4.20930, 1.96271, 0.62906], [2.40388, 0.63533, 1.75350], [1.95375, -1.49386, 1.11722], [-5.14916, 0.18320, -1.97026], [-3.95551, 2.21686, -1.20071], [-2.10542, 1.60319, 0.71788], [-2.53416, -0.28641, 2.12144], [-3.93166, -2.29408, 1.02533], [3.12138, -1.42165, -0.58454], [-4.54475, -1.07932, -0.64214]],
  "atomic_forces_ev_per_a": [[-1.7, 0.5, 0.9], [0.2, -2.8, -1.3], [1.0, 1.7, -0.3], [-0.3, 0.3, 0.8], [1.3, 2.3, -0.1], [1.4, -6.4, 3.9], [-0.8, 5.5, -1.4], [0.8, -0.5, 3.4], [1.7, 2.4, 0.1], [-0.9, 0.3, -2.5], [0.0, 0.2, -0.2], [0.1, 0.5, -0.2], [-0.3, 0.5, 0.7], [-0.8, 0.9, 1.3], [-1.8, -1.7, 0.5], [-2.5, 1.0, -3.3], [1.8, -2.5, 1.0], [-1.1, -0.7, -0.8], [-0.9, -0.7, -1.8], [-0.4, 0.5, -0.3], [2.3, -2.2, -2.3], [0.8, 1.1, 1.8]],
  "lumo_energy_ev": 0.6,
  "gap_ev": 10.02,
  "total_charge": 0,
  "homo_energy_ev": -9.41,
  "multiplicity": 1,
  "fmax_ev_per_a": 7.6,
  "de_lowest_kcal_mol": 80.2,
  "energy_ha": -496.46927
}

5.
{
  "formula": "C10H10N2O",
  "method": "ωB97M-V/def2-TZVPD",
  "elements": ["C", "C", "C", "C", "C", "C", "C", "C", "C", "C", "N", "N", "O", "H", "H", "H", "H", "H", "H", "H", "H", "H", "H"],
  "coordinates": [[3.15406, -0.72872, 0.34768], [2.51243, -0.05895, 1.39507], [2.78668, -0.43994, -0.96769], [1.36326, 0.60703, 1.17420], [1.74163, 0.48511, -1.20191], [-2.68729, -1.79153, -0.02995], [-3.34306, -0.70449, 0.51329], [-1.61153, -1.11221, -0.69518], [0.94147, 0.89031, -0.15424], [-0.18086, 1.82023, -0.30573], [-2.74070, 0.44850, 0.25916], [-1.63386, 0.23046, -0.52696], [-0.79649, 2.40279, 0.60427], [4.05612, -1.21128, 0.43100], [2.49553, -0.57476, 2.37135], [3.19119, -0.99410, -1.80861], [0.82693, 1.06862, 1.96059], [1.59840, 0.82767, -2.23951], [-3.02894, -2.83518, -0.05209], [-4.30109, -0.60054, 1.20648], [-0.78121, -1.43549, -1.32623], [-0.36509, 2.38316, -1.24144], [-3.19758, 1.32330, 0.28643]],
  "atomic_forces_ev_per_a": [[-1.2, 2.2, -1.9], [-0.4, -3.3, 1.1], [-0.8, 0.4, 0.6], [-0.9, 1.3, -2.2], [0.2, -0.8, -0.7], [0.4, 1.2, -0.6], [-3.6, -0.4, 2.6], [0.3, 1.1, -0.1], [1.2, 0.6, 1.2], [-1.6, 3.5, 0.7], [1.7, -1.5, -1.3], [-1.8, -2.2, -0.1], [1.2, -1.1, 0.0], [1.7, -1.8, 0.8], [1.2, 1.0, 0.0], [0.5, 0.4, 0.1], [-0.7, 0.1, 0.7], [-0.4, -0.3, 0.6], [0.5, 0.8, 0.1], [2.1, -0.7, -1.8], [-0.4, -0.4, 0.4], [0.6, -1.2, -0.7], [0.2, 1.1, 0.3]],
  "lumo_energy_ev": 0.6,
  "gap_ev": 9.60,
  "total_charge": 0,
  "homo_energy_ev": -8.97,
  "multiplicity": 1,
  "fmax_ev_per_a": 4.5,
  "de_lowest_kcal_mol": 70.5,
  "energy_ha": -571.71321
}

6.
{
  "formula": "C10H10N2O2",
  "method": "ωB97M-V/def2-TZVPD",
  "elements": ["C", "C", "C", "C", "C", "C", "C", "C", "C", "C", "N", "N", "O", "O", "H", "H", "H", "H", "H", "H", "H", "H", "H", "H"],
  "coordinates": [[-3.73621, 0.14357, 0.77859], [-3.14358, 1.23500, 0.13593], [-3.15119, -1.04349, 0.59268], [-2.00579, 1.01983, -0.65635], [-1.83915, -1.18300, 0.08266], [-1.25391, -0.13874, -0.61850], [3.32222, -0.30282, 1.29464], [4.32526, -0.55387, 0.48295], [1.44757, 0.63104, 0.14979], [-0.00617, -0.16860, -1.38685], [2.35266, 0.58572, 1.00846], [4.56369, 0.05508, -0.74098], [3.88549, 0.91999, -1.25839], [1.09181, -0.45110, -0.56545], [-4.73527, 0.06983, 1.26244], [-3.67658, 2.13853, 0.10734], [-3.64320, -1.90880, 1.12222], [-1.61923, 1.75624, -1.30930], [-1.28054, -2.05426, 0.15419], [3.20077, -0.57873, 2.33463], [5.18158, -1.20964, 0.73642], [0.77999, 1.38703, 0.13854], [-0.11223, -1.07886, -1.94732], [0.05202, 0.73005, -1.89833]],
  "atomic_forces_ev_per_a": [[-1.4, 1.3, -0.6], [0.1, -1.2, -0.8], [1.9, -3.6, 1.7], [-0.7, 0.5, 1.1], [-1.1, 1.2, -0.5], [-2.4, 0.5, 1.2], [-1.9, 0.9, 1.1], [1.8, -0.9, -0.5], [1.7, -3.7, 1.2], [-1.1, -3.0, 0.9], [-0.2, 1.3, 0.1], [1.9, -0.2, -1.5], [-0.9, -0.3, 0.8], [1.4, 0.8, 0.2], [0.9, 1.0, -0.3], [-0.3, 1.3, 0.0], [0.8, 0.7, -0.9], [0.0, 1.2, -0.3], [0.5, -1.9, 0.2], [0.6, -0.8, 0.0], [-0.9, 0.5, 0.0], [-1.8, 2.9, -0.4], [0.4, 0.1, -1.3], [0.7, 1.4, -1.5]],
  "lumo_energy_ev": [-0.1, -0.1],
  "gap_ev": [7.85, 7.85],
  "total_charge": 0,
  "homo_energy_ev": [-7.98, -7.98],
  "multiplicity": 1,
  "fmax_ev_per_a": 4.4,
  "de_lowest_kcal_mol": 147.7,
  "energy_ha": -646.86667
}